108
Properties=species:S:1:pos:R:3:forces:R:3:mulliken_charge:R:1 method="wB97M-V/def2-TZVPD" spin_multiplicity=1 lumo_ev=-1.10 homo_lumo_gap_ev=6.72
H 4.77687 -3.70491 -1.02590 0.002 -0.012 0.005 0.387
H 1.14281 -2.85570 -1.57072 0.002 -0.030 -0.007 0.258
C -2.88029 1.55882 -3.59557 -0.030 0.115 0.019 0.598
H 4.98639 5.31115 -5.32283 0.000 -0.005 -0.002 0.388
C -4.78144 -1.16172 6.37123 0.017 -0.002 0.005 -0.846
H -3.26797 -2.70818 -0.68861 -0.008 -0.016 0.011 0.444
H -5.81955 -0.83665 6.40859 -0.002 0.014 -0.001 0.298
C 2.85804 1.35390 1.71821 0.010 -0.003 0.063 -1.868
C -3.57923 3.88522 -3.35241 -0.010 0.071 -0.029 -0.131
H 4.58130 1.47740 -1.30707 0.072 -0.017 0.080 0.281
H 1.89657 -4.45945 -1.63222 0.009 0.018 0.004 0.455
C 4.25227 -0.48817 2.69550 -0.065 0.040 0.030 -1.796
C -3.74158 -0.00827 3.02709 -0.129 0.116 0.131 1.054
H -5.11246 0.18177 -1.75201 -0.004 0.021 -0.023 0.203
F -3.33902 5.09896 -2.85776 -0.001 -0.039 -0.007 -0.328
H 1.97044 1.59783 1.12751 -0.009 0.013 0.005 0.192
H -0.61700 3.66906 -0.48282 -0.014 0.027 0.011 0.294
H -4.17216 -0.49466 6.97687 0.022 0.000 -0.007 0.334
C -2.70989 -0.75672 2.64413 0.106 -0.195 -0.128 0.126
Sb 3.03920 -0.89601 -0.22153 -0.128 -0.130 0.149 0.802
H -4.69027 -2.18604 6.71742 -0.010 -0.011 -0.011 0.273
C -3.19203 0.26514 0.12836 0.187 0.194 0.105 0.340
C -4.93927 2.38431 -4.60333 -0.060 -0.057 -0.061 0.444
C 4.12949 -3.91291 -0.17498 -0.059 -0.045 0.016 -1.967
C 5.14025 -0.58786 -0.85503 -0.219 0.043 -0.064 1.800
C 5.25825 3.26592 -4.75021 -0.034 -0.013 0.013 -0.712
C 2.79015 3.47863 -3.59737 -0.042 0.014 0.033 0.323
As -4.79766 1.38804 2.04221 0.025 -0.009 -0.079 0.235
O -4.57360 1.05882 4.97162 0.022 -0.014 -0.006 -0.596
C -0.84939 3.16659 0.45044 0.172 -0.074 0.081 -1.029
C 5.37169 0.92262 -0.79867 0.050 -0.003 -0.006 -1.991
H 6.31985 -0.99219 0.94386 -0.009 0.000 0.011 0.215
C -1.98563 -1.49489 3.73022 -0.064 -0.150 -0.100 0.120
H -3.69084 -3.03488 1.01826 -0.009 0.015 -0.018 0.319
O -1.90968 -2.80412 3.42932 0.031 -0.002 -0.020 -0.282
O -1.55517 -1.00090 4.73489 0.219 0.121 0.005 -0.559
O -5.57755 -1.69583 1.49220 -0.024 0.004 -0.030 -0.505
O -5.90858 -1.42221 -0.64963 -0.015 0.056 -0.063 -0.354
C 3.01169 -0.16232 1.87255 0.199 -0.076 -0.124 2.284
C 3.29117 4.59170 -4.23039 0.045 0.063 -0.020 -0.949
H 4.99896 -2.11602 -2.41627 0.030 0.006 -0.003 0.180
Zn -0.19492 1.13667 -1.87265 -0.237 -0.017 -0.362 1.929
H -2.24365 -4.39938 4.66090 0.001 -0.004 -0.011 0.260
C -4.72003 3.65158 -4.09672 -0.014 0.071 0.030 0.707
H 6.22930 3.19774 -5.22209 0.005 0.004 0.013 0.419
C 2.83345 -3.11357 -0.21589 0.161 0.206 -0.101 1.966
H 5.14101 0.00111 2.29775 0.010 -0.002 0.010 0.356
H 4.11649 -0.13188 3.72466 0.010 -0.006 -0.004 0.493
C -4.48389 0.17822 0.50938 -0.182 0.003 0.098 -0.611
H 1.69464 -4.61647 0.80465 -0.016 0.043 0.022 0.576
C -2.88800 -2.79349 0.33016 -0.049 -0.058 0.025 -1.472
C 5.14390 -1.03822 -2.31902 -0.010 0.002 0.007 -1.617
H -5.25053 -1.37755 -2.58293 0.072 -0.034 -0.112 0.319
As -1.97428 -1.12417 0.77829 0.128 0.198 0.171 1.313
C -6.60588 0.91792 2.60407 -0.036 -0.032 0.018 -1.256
H 6.17253 -2.37600 -0.13693 0.028 0.000 0.006 0.267
H -6.71269 -0.42695 -2.24139 -0.004 -0.016 0.003 0.354
F -4.28505 0.16953 -4.89069 -0.037 -0.022 0.079 -0.455
H 4.35509 -0.54321 -2.88975 0.045 -0.040 0.012 0.120
H -6.75906 -0.15321 2.69466 0.003 -0.005 -0.005 0.375
H 1.03483 -2.98612 1.00859 -0.075 0.014 0.020 0.091
H -2.13244 -3.57666 0.35870 0.012 0.034 -0.006 0.456
H 2.73214 5.51614 -4.27505 -0.015 -0.016 -0.006 0.504
O 1.57722 3.31832 -2.97092 -0.014 0.005 0.096 -0.344
C 3.49591 2.29238 -3.52504 -0.057 -0.029 -0.094 0.872
H 4.44083 -1.56346 2.73879 0.017 0.009 0.009 0.262
C 4.73817 2.14777 -4.09962 0.079 0.004 -0.031 -0.751
H 2.49409 -3.47408 1.88943 -0.055 -0.018 0.024 0.297
O -3.30246 2.60840 -0.27156 -0.155 0.025 -0.046 -0.769
C 1.96101 -3.55907 0.94105 -0.069 -0.115 0.127 -1.846
H 6.32168 1.16875 -1.28935 -0.004 -0.003 0.000 0.480
C -1.44990 -3.68015 4.47171 -0.072 0.060 0.014 -0.884
H -0.56242 -4.19382 4.12349 0.143 -0.060 -0.088 0.241
C -4.03029 1.37120 -4.35905 -0.013 -0.118 -0.040 0.008
F -5.59156 4.63300 -4.32876 0.038 -0.045 0.016 -0.315
C 2.09816 -3.38568 -1.53073 0.039 -0.048 0.005 -1.776
H 3.89062 -4.98421 -0.20248 0.004 0.012 -0.008 0.513
H 1.84741 -1.72186 2.87054 -0.007 -0.036 -0.010 0.250
H 6.10974 -0.79477 -2.77981 0.003 -0.005 0.002 0.549
H -7.29068 1.33366 1.86465 -0.014 -0.001 0.001 0.454
O 2.74587 1.36180 -2.84024 -0.101 0.149 -0.082 1.267
H 1.61790 -0.10378 3.51086 0.005 0.038 0.023 0.705
C -2.64114 1.65393 0.02329 0.303 0.253 -0.127 0.466
H 0.03772 3.09071 1.07216 0.014 -0.031 -0.007 0.215
H 3.71698 1.82011 1.23618 -0.015 0.011 -0.001 0.290
C -5.72625 -0.70588 -1.87697 0.010 0.102 -0.086 -0.575
H -1.22516 -3.11240 5.37022 0.002 -0.009 -0.018 0.403
H 5.43540 1.28069 0.22982 0.061 -0.011 -0.002 0.299
C -4.22175 0.02952 4.44534 0.014 0.115 -0.002 -0.389
O -1.26581 1.79510 0.20323 -0.538 -0.462 -0.131 -0.292
C 6.26025 -1.29401 -0.09962 0.007 0.009 -0.043 -1.537
H -6.77863 1.40902 3.55952 0.002 0.024 -0.015 0.409
C -5.33378 -1.06156 0.49773 0.212 -0.102 0.173 0.280
F -1.58386 3.14579 -2.41559 0.020 -0.049 -0.145 -0.131
H 5.27961 1.21312 -4.04967 -0.010 0.045 -0.010 0.417
H 7.21642 -1.02994 -0.57015 -0.010 0.011 0.012 0.492
C 1.76968 -0.67480 2.58834 -0.146 0.008 0.000 -2.471
H -1.64018 3.70216 0.96515 -0.013 -0.014 0.029 0.406
F -6.03239 2.14338 -5.33132 0.049 -0.001 0.023 -0.314
H 2.74004 1.81285 2.70751 0.004 -0.001 -0.012 0.549
C 4.55161 4.46294 -4.81115 -0.008 -0.007 0.014 -0.557
B 1.54554 1.99952 -2.50828 0.261 0.093 0.052 -0.730
H 2.68475 -3.07178 -2.39789 -0.016 -0.009 -0.010 0.333
S -1.78505 0.21728 -3.29445 0.027 -0.094 0.452 -0.569
O -4.31516 -1.16884 5.01443 -0.129 -0.045 -0.002 -0.138
H 0.87199 -0.54540 1.97668 -0.032 -0.034 0.013 0.299
H 4.69010 -3.72650 0.74232 0.010 -0.012 -0.004 0.319
C -2.69036 2.85329 -3.13368 0.075 0.015 0.053 -0.515

154
Properties=species:S:1:pos:R:3:forces:R:3:mulliken_charge:R:1 method="wB97M-V/def2-TZVPD" spin_multiplicity=1 total_charge=-1 lumo_ev=1.25 homo_lumo_gap_ev=5.74
H -1.13363 -11.06841 4.10386 0.180 0.113 0.103 0.302
H -2.47670 -2.54879 -1.34226 0.769 0.428 -1.584 -0.103
C 9.27816 3.66149 -5.93594 -0.029 -0.024 0.129 -0.058
Cl 4.86923 5.36312 0.89730 0.045 0.257 -0.363 -0.153
H 1.86575 -3.48710 3.90047 -1.419 0.097 -1.160 0.198
Cl 6.08540 -1.45374 -5.42557 0.029 -0.332 -0.296 -0.115
H -4.95094 2.64619 -3.12384 0.278 -0.473 1.776 -0.413
Cl -3.08910 -6.79318 6.32061 -0.147 0.359 0.158 -0.188
C 4.30817 12.88401 -0.74531 0.040 0.015 0.017 0.210
H 0.35909 -1.66943 4.45527 -1.407 -0.713 -0.903 0.245
Cl 1.35557 -4.20844 11.83154 -0.078 -0.017 -0.025 -0.157
H -7.45437 -7.03362 -6.19848 0.034 -0.180 0.131 0.325
Cl 6.11342 2.87899 5.06382 0.042 0.063 -0.056 -0.150
Cl 1.74171 -2.73458 9.35415 -0.194 -0.159 0.156 -0.079
I 2.58562 0.00211 2.95743 0.048 -1.190 -0.004 -0.087
H -4.16643 -6.91627 -2.49370 0.049 0.195 -0.058 0.297
H -2.07925 -4.69576 5.94657 0.133 -0.079 0.086 -0.056
C 0.55150 -3.36203 10.50002 0.135 0.133 -0.215 0.575
Cl 8.03212 2.42172 -6.14140 0.083 0.102 -0.091 -0.093
B 0.16771 1.56382 4.41156 -2.277 0.831 -1.248 1.638
H -1.34592 -0.03371 -0.63926 1.416 -0.893 -0.385 0.240
Cl -0.60718 -11.10656 -5.23799 -0.168 -0.027 -0.002 -0.124
C 0.85843 -2.56923 -2.21408 -0.375 3.223 2.317 -0.993
H -1.87286 -3.19007 -2.95294 -0.123 1.488 0.577 0.286
H 0.38403 2.06321 0.30970 0.914 -1.363 0.710 -0.690
Cl -3.62925 3.83686 -5.52527 -0.088 -0.077 -0.116 -0.085
Cl 6.06754 12.69851 -0.74816 -0.167 -0.034 -0.005 -0.120
Cl -4.98427 7.26901 4.05485 -0.038 -0.039 0.070 -0.140
O -5.77429 1.46321 -0.00333 -0.141 -1.925 -0.480 -0.413
C -5.40056 0.22565 0.69998 1.165 0.041 0.117 -0.711
C 0.95190 -0.02379 -0.28210 0.491 -3.271 -2.411 1.121
Cl -2.89233 5.41498 4.85986 -0.293 0.101 0.476 -0.019
Cl -0.46753 -2.05421 11.12064 0.099 -0.124 0.164 -0.125
C -4.69332 2.32097 -2.04975 -0.298 -0.384 -0.118 0.614
Cl 3.98343 2.96729 -0.49089 0.052 0.290 -0.040 0.146
Cl -1.82759 -5.02719 8.26310 -0.165 -0.146 -0.092 -0.200
Cl -3.86714 7.41055 6.73831 -0.083 -0.050 -0.035 -0.138
C -0.44697 -1.81070 -1.82362 2.288 1.370 0.989 0.381
C 2.24929 -0.79182 -0.71151 -2.447 -1.388 -1.431 -0.679
Cl -4.27832 -5.29427 -4.19384 0.098 -0.003 0.081 -0.133
Cl -8.60891 -4.95484 1.05758 -0.002 -0.040 -0.177 -0.128
Cl 11.99210 4.93420 0.02158 -0.040 0.081 -0.157 -0.116
Cl -2.12796 2.92247 -0.16089 -0.152 1.883 -0.933 0.133
H 3.15487 -2.60307 -1.99023 -1.505 1.159 0.755 0.366
Cl 5.14163 -3.97417 -6.52931 0.006 0.137 -0.026 -0.136
Cl 3.93412 3.14315 3.15596 0.363 0.239 0.329 0.139
Cl -6.41281 2.99971 -5.34130 0.055 0.032 -0.242 -0.132
C 0.70471 0.90321 2.23367 -0.859 1.927 -0.019 -1.327
H -5.15272 3.45426 -7.27406 0.040 -0.119 0.199 0.347
H -0.08458 -4.07286 9.97734 0.154 0.167 0.106 -0.195
C -4.29959 6.33904 5.39706 0.232 -0.187 -0.103 0.005
H 11.84941 5.73606 -2.18347 -0.111 0.052 0.184 0.254
H -3.40027 0.65523 -0.18390 -0.228 -0.832 1.200 -0.716
C -3.78469 -0.02596 0.64523 -1.337 -0.524 0.018 1.681
C -1.92196 -2.24886 -2.31307 0.897 -0.267 1.634 -0.506
C -8.20325 -5.14856 -0.65323 0.033 0.202 0.064 0.000
H 0.76822 -3.48952 -2.88821 0.318 1.509 1.099 0.313
H 6.43070 0.62232 -4.21586 -0.062 0.207 0.245 -0.210
C 4.50017 4.64550 -0.67838 -0.042 -0.269 0.077 0.070
Cl 4.20390 0.67593 -3.46672 0.262 0.120 0.048 0.061
C 4.73653 -2.27919 -6.22109 -0.282 0.001 0.046 -0.076
C 5.94943 0.88782 -3.27842 -0.310 0.072 0.197 0.281
H -5.67075 0.34554 1.80770 0.197 -0.207 -1.745 0.308
H -1.30247 0.22467 9.23171 0.005 -0.121 -0.201 0.366
C -0.70393 0.10866 2.55624 0.222 1.609 2.424 0.831
C -3.72132 -5.93343 -2.64013 0.051 0.089 0.105 -0.010
H -2.52214 -1.39029 -2.76239 1.022 -1.155 0.283 0.113
Cl 6.57183 -0.17816 -2.01039 -0.024 0.082 -0.114 -0.117
C -0.72600 -1.49047 2.39820 -0.002 -0.432 -0.217 0.177
O -1.13324 -3.24325 4.16720 0.397 0.344 -0.625 -0.374
Cl 0.31150 -11.24796 5.95006 -0.055 -0.012 -0.085 -0.135
Cl 0.71981 -9.76280 3.48131 -0.092 -0.073 0.046 -0.131
H 1.65854 -2.77047 2.22075 -0.971 -0.666 1.490 0.184
H -1.80078 -1.89535 2.24416 1.515 1.048 0.400 0.354
Cl 3.25678 5.58801 -1.51348 0.120 0.005 -0.025 -0.083
C -1.96324 0.94020 1.92102 1.473 0.123 0.088 1.139
H -4.64833 3.23009 -1.34431 -0.055 -1.425 -1.259 0.102
O 0.62915 2.08343 3.08314 0.881 -2.262 -2.935 -0.912
H -1.46249 1.62973 -5.41696 0.187 0.015 0.092 -0.062
Cl -7.34551 -6.67461 -0.91759 -0.116 0.087 0.300 -0.137
Cl 3.74833 13.53016 -2.29452 0.015 -0.077 0.101 -0.127
H -1.29501 -3.86702 3.41677 0.221 0.817 0.926 0.328
H -0.58826 2.44534 4.75104 0.120 0.693 0.959 -0.442
H 9.02776 4.50712 -6.57347 0.043 -0.193 0.122 0.311
H -3.65934 1.81634 -2.10922 -1.603 0.901 0.217 -0.335
H -2.21241 5.27487 -0.19759 0.120 -0.162 0.105 0.436
H -5.90342 -0.66692 0.19472 0.366 1.158 0.874 0.186
C 5.67030 3.34455 3.41395 -0.484 0.049 -0.070 -0.175
Cl -1.66123 -1.72193 7.95722 -0.074 0.062 -0.075 -0.019
C -0.37742 -0.57055 -0.89416 3.005 -1.397 -0.582 0.797
Cl 0.08824 4.81068 -0.05904 -0.138 0.036 -0.081 0.003
Cl 4.87171 8.38125 -4.74410 -0.114 0.083 0.020 -0.114
Cl 3.79508 13.92940 0.58669 0.016 -0.122 -0.103 -0.125
H -0.14709 -1.85375 1.46400 -0.883 0.953 1.406 -0.180
H -9.12936 -5.17395 -1.22418 0.206 -0.020 0.104 0.315
H -2.12891 1.87585 2.57979 0.569 -1.636 -0.927 0.331
C -1.84121 -5.55562 6.57277 0.274 0.135 -0.178 0.504
Cl -2.29826 1.02759 7.25996 0.099 -0.100 0.133 -0.095
Cl 9.32783 4.22394 -4.25901 0.033 -0.021 -0.296 -0.037
H -1.65389 1.34202 0.89075 -0.781 -1.851 2.111 -1.929
Cl -7.23685 -3.77795 -1.22003 -0.452 -0.057 0.026 -0.057
Cl -2.92336 -10.28880 -6.79676 0.085 -0.118 0.074 -0.132
Cl -1.46713 -9.05009 5.26230 0.209 -0.691 -0.282 -0.005
C -1.61475 4.54288 0.34239 0.132 0.166 0.163 -0.525
Cl 0.46486 0.22993 7.68242 -0.251 -0.016 0.187 -0.062
Cl -5.62433 -8.50008 -6.03320 -0.220 0.096 0.029 -0.043
H -5.05498 5.63898 5.74847 0.145 0.167 -0.072 0.287
C -0.12052 -2.30633 3.64442 1.374 -1.274 -1.518 -0.060
H 2.13407 1.62881 0.63874 -1.706 -0.694 0.236 -0.649
C 1.06566 1.21950 0.70590 -0.387 0.256 -0.764 1.222
C 11.36847 6.00146 -1.24383 -0.003 -0.049 0.042 0.051
H -2.81497 -11.89891 -5.08668 0.087 0.212 -0.041 0.311
C 3.28703 8.99710 -4.25355 -0.022 -0.053 -0.011 -0.028
C -1.21145 -0.02463 8.17622 0.118 0.186 -0.141 -0.204
Cl 10.86002 3.04050 -6.43034 -0.102 0.076 -0.007 -0.138
Cl -7.16670 -7.29959 -3.88004 -0.124 -0.147 -0.386 -0.005
Cl 0.36378 0.17036 -5.16076 -0.062 0.090 0.003 -0.050
Cl 0.39230 3.07086 -5.40516 -0.043 -0.018 -0.025 -0.122
Cl 6.59039 2.39730 2.23333 0.051 0.049 0.019 -0.108
H 5.91874 4.39511 3.27714 0.065 -0.250 0.049 0.282
Cl -4.24079 -4.88356 -1.31470 0.300 -0.305 -0.151 -0.026
H 3.29967 -0.47353 -0.35974 -2.029 -0.400 -0.441 0.365
H -6.79262 1.48185 -1.93861 1.139 -0.475 1.081 0.365
C -4.94232 2.96128 -6.32706 0.013 0.050 0.071 -0.041
Cl -4.46223 1.29109 -6.66284 -0.013 0.118 0.006 -0.125
C 2.20694 -2.04220 -1.66323 -3.258 1.459 0.689 -0.885
Cl -1.88790 4.76664 2.07474 0.026 -0.041 -0.580 -0.005
Cl 3.26902 -2.15859 -5.24258 0.156 -0.078 -0.152 -0.003
H 0.98648 1.24409 5.20623 0.611 -0.259 0.085 -0.411
H -5.37436 0.22653 -1.73339 -1.084 1.454 0.531 0.099
Cl 9.62258 5.78797 -1.43303 0.129 0.068 0.107 -0.056
O -3.20852 0.19368 1.95094 0.463 0.654 -1.934 -0.485
C -2.36632 -10.91936 -5.23945 0.031 0.049 0.061 0.007
Cl -8.45470 -9.11481 -5.75380 0.045 0.101 -0.021 -0.137
H 0.66256 -4.25051 2.63459 0.484 1.367 0.913 0.283
C -5.78441 1.26937 -1.44046 1.923 0.860 -1.085 -0.205
H 4.55247 -1.79187 -7.17653 0.075 -0.097 0.199 0.315
H 3.86064 11.90234 -0.60212 0.090 0.203 -0.037 0.150
Cl 6.33414 2.57675 -2.91478 0.177 -0.056 -0.159 -0.043
C 1.07700 -3.27032 3.08708 0.563 0.426 -0.513 -0.926
H 3.03669 9.84377 -4.88966 0.064 -0.171 0.144 0.316
Cl -2.87947 -9.85995 -3.91867 0.047 -0.131 -0.092 -0.058
H 5.40497 4.66045 -1.28311 -0.181 0.015 0.127 0.042
Cl 3.32956 9.55499 -2.57492 -0.016 -0.036 -0.106 -0.076
Cl -1.96085 -6.11430 -2.63908 -0.131 -0.085 -0.007 -0.122
C -0.48032 -10.37458 4.62926 -0.134 0.118 0.007 -0.037
Cl -0.92392 1.81587 -3.13839 0.052 0.095 -0.313 0.069
H -3.60849 -1.11941 0.34634 -0.118 1.353 0.270 -0.181
Cl -0.24820 -6.15902 6.10224 -0.169 0.324 0.126 -0.129
C -7.20799 -7.87447 -5.55289 0.135 0.054 0.002 -0.143
O -0.81665 0.52814 3.95584 0.100 -2.605 -0.785 -0.491
Cl 11.75289 7.68985 -0.87908 -0.010 -0.119 -0.075 -0.129
Cl 2.04513 7.75570 -4.46415 0.094 0.138 0.010 -0.080
C -0.53099 1.66614 -4.85463 -0.116 -0.097 0.168 0.110

Energy relative to the best compared isomer or geometry (same formula, charge and spin) list, top to bottom, in kJ/mol: 107.4, 690.9
DFT total energy list, top to bottom, in eV: -262405.57457, -810553.50980